The following is a quantum chemistry calculation of one molecule with the formula C6H13F3Si at a distorted geometry, from OMol25.

ORCA input file:
```
! RIJCOSX wB97M-V def2-TZVPD def2/J DEFGRID3
* xyz 0 1
C 1.43870 -0.28316 0.13439
C -0.06037 -0.52909 0.03504
C -0.51724 -1.74982 0.95764
C -0.55115 -0.77579 -1.41598
Si -1.09363 0.84227 0.78770
C -1.70487 2.22945 -0.55904
F -2.46781 0.24423 1.32231
C -0.27987 1.80987 2.37302
F -0.92098 2.64143 3.20477
F 0.18495 0.80308 3.11498
H 1.69004 0.26451 1.01983
H 1.93400 -1.23455 0.06677
H 1.77039 0.38141 -0.67581
H -1.57744 -1.81766 1.14967
H -0.13979 -1.36075 1.94042
H -0.05338 -2.71743 0.63464
H -1.52324 -1.10157 -1.25717
H -0.47960 0.05244 -2.03463
H 0.08741 -1.43853 -1.98274
H -2.83160 2.43756 -0.28936
H -1.15324 3.23027 -0.61566
H -1.58379 1.77028 -1.53278
H 0.74334 2.39102 2.13740
*
```

Values from the calculation:
SMILES string: CC(C)(C)[Si@@](C)(F)C(F)F
Highest occupied orbital energy in eV: -10.2
Energy in Ha: -825.52268

=====

The following is a quantum chemistry calculation of C6H13I2N2 as an isolated structure at a distorted geometry, from OMol25.

ORCA input file:
```
! RIJCOSX wB97M-V def2-TZVPD def2/J DEFGRID3
* xyz 1 1
C -0.08104 -0.26638 1.87368
C -1.28626 0.31901 1.10494
C 1.26081 0.32627 1.47384
C -1.00587 0.37948 -0.27708
C 1.91253 -0.04109 0.09687
C -1.02140 -0.86786 -1.13658
N -0.69164 1.49244 -0.90681
N -0.50187 -0.58547 -2.45139
I 3.56103 1.33503 -0.13627
I 2.54732 -2.00316 0.06688
H -0.36748 -0.18105 2.90373
H -0.02170 -1.28786 1.61938
H -2.05444 -0.43943 1.19670
H -1.51374 1.29742 1.44644
H 1.21556 1.42813 1.37646
H 1.92524 0.07877 2.33117
H -2.09921 -1.25767 -1.09321
H -0.49986 -1.67876 -0.66233
H -0.65022 2.26819 -0.22724
H -0.61000 1.55047 -1.88178
H -0.04413 -1.47323 -2.87126
H 1.31894 0.25861 -0.75347
H -1.29256 -0.65186 -3.09267
*
```

Values from the calculation:
Highest occupied orbital energy in eV: -12.3
Energy in Ha: -941.04287
ΔE to the lowest compared entry with this formula, charge and spin in eV: 0.833

=====

The following is a quantum chemistry calculation of an isolated ion of composition C6H13N and charge -1 at a distorted geometry, from OMol25.

ORCA input file:
```
! RIJCOSX wB97M-V def2-TZVPD def2/J DEFGRID3
* xyz -1 2
C -0.20307 -1.94961 -0.06202
C -0.84590 -0.77214 0.64469
C -0.06609 0.40169 1.23514
C 0.55180 1.44749 0.29352
C -0.36116 1.73566 -0.89577
C -0.01671 1.77641 -2.19713
N 1.14867 -2.19605 0.64940
H 0.15162 -1.79817 -1.06670
H -0.92364 -2.72524 0.13402
H -1.79078 -0.44411 0.13170
H -1.40402 -1.14630 1.51358
H 0.65515 0.11519 1.99868
H -0.82756 0.96422 1.80303
H 0.54419 2.40446 0.85852
H 1.57159 1.31963 -0.02725
H -1.34864 2.06814 -0.57299
H 1.00840 1.94210 -2.49146
H -0.84533 2.00792 -2.84515
H 1.83593 -1.99110 -0.07203
H 1.16555 -3.16019 0.96822
*
```

Values from the calculation:
Highest occupied orbital energy (spin up / spin down) in eV: 1.5 / -5.3
Energy in Ha: -291.04102
ΔE to the lowest compared entry with this formula, charge and spin in eV: 1.722

=====

The following is a quantum chemistry calculation of one molecule with the formula C6H13N at a distorted geometry, from OMol25.

ORCA input file:
```
! RIJCOSX wB97M-V def2-TZVPD def2/J DEFGRID3
* xyz 0 1
C 2.40565 -0.10999 0.97129
C 1.57488 1.02257 0.35836
C 1.27779 0.77724 -1.10276
C 0.20232 0.17037 -1.61305
N -0.99909 -0.25782 -1.07159
C -1.39820 -0.23826 0.34110
C -2.70194 -0.98980 0.46676
H 2.62777 0.08438 2.02563
H 1.86418 -1.05767 0.91929
H 3.34504 -0.20161 0.42465
H 2.13727 1.96078 0.41358
H 0.67126 1.17281 0.94759
H 1.95889 1.23855 -1.80779
H 0.16476 0.06368 -2.69021
H -1.79862 -0.11002 -1.66396
H -0.64375 -0.79412 0.90122
H -1.43251 0.79732 0.68866
H -2.61099 -2.05904 0.63171
H -3.31801 -0.85010 -0.42490
H -3.32669 -0.61926 1.28442
*
```

Values from the calculation:
SMILES string: CC/C=C\NCC
Highest occupied orbital energy in eV: -7.7
Energy in Ha: -291.12906
ΔE to the lowest compared entry with this formula, charge and spin in eV: 0.808

=====

The following is a quantum chemistry calculation of one molecule with the formula C6H13N at a distorted geometry, from OMol25.

ORCA input file:
```
! RIJCOSX wB97M-V def2-TZVPD def2/J DEFGRID3
* xyz 0 1
C -3.25384 0.48212 -0.07696
C -2.07024 0.04009 -0.47532
C -0.96163 0.88889 -1.06258
C 0.21803 1.14497 -0.15621
C 1.28650 0.01772 -0.25870
N 1.53754 -0.64670 0.99870
C 2.65116 -1.61482 0.91919
H -3.94612 -0.15388 0.45733
H -3.57518 1.49559 -0.27038
H -1.82015 -1.00360 -0.28415
H -1.45695 1.84192 -1.30348
H -0.73969 0.47215 -2.05119
H -0.15913 1.15455 0.86734
H 0.62227 2.11810 -0.42461
H 0.93706 -0.67965 -1.03432
H 2.22859 0.41096 -0.64845
H 0.73118 -1.09929 1.36924
H 2.61836 -2.18230 -0.01617
H 2.55039 -2.23167 1.80652
H 3.57604 -1.04124 0.95779
*
```

Values from the calculation:
SMILES string: C=CCCCNC
Highest occupied orbital energy in eV: -8.7
Energy in Ha: -291.11621
ΔE to the lowest compared entry with this formula, charge and spin in eV: 1.158

=====

The following is a quantum chemistry calculation of one molecule with the formula C6H13N at a distorted geometry, from OMol25.

ORCA input file:
```
! RIJCOSX wB97M-V def2-TZVPD def2/J DEFGRID3
* xyz 0 1
C 0.75662 -1.50228 0.60553
C 0.16615 -0.65245 -0.23076
C 0.34678 0.85321 -0.18223
C 0.84516 1.35495 1.15668
C -0.16817 1.12697 2.29843
N -0.73926 -1.09481 -1.17761
C -1.05486 -0.37125 -2.40098
H 0.66037 -2.57926 0.56343
H 1.48532 -1.21747 1.35692
H 1.01285 1.06960 -1.02491
H -0.63085 1.31366 -0.35669
H 0.96879 2.43590 1.13424
H 1.82123 0.96743 1.45497
H -0.81966 0.25979 2.15871
H 0.37246 0.90722 3.21732
H -0.80727 1.98545 2.47785
H -1.08334 -2.03514 -1.11992
H -1.60278 0.54647 -2.18909
H -1.65528 -1.00568 -3.04311
H -0.13802 -0.13604 -2.94170
*
```

Values from the calculation:
SMILES string: C=C(CCC)NC
Highest occupied orbital energy in eV: -7.6
Energy in Ha: -291.13098
ΔE to the lowest compared entry with this formula, charge and spin in eV: 0.756